339
Properties=species:S:1:pos:R:3:forces:R:3 method="wB97M-V/def2-TZVPD" e_homo_ev=-8.156 total_energy_ha=-6566.56581 e_lumo_ev=0.42 gap_ha=0.3150 charge=0
H 18.93525 7.65164 17.57127 0.749 0.113 -0.263
H 30.51355 11.09285 14.52592 0.520 0.232 -0.091
H 30.97748 8.09309 20.51661 0.323 -0.136 0.360
H 21.41518 13.72129 10.20421 0.370 -0.919 0.185
H 24.37231 6.69323 21.95717 -0.198 -0.234 -0.236
O 22.99561 11.36690 12.57801 -1.645 0.717 0.803
C 18.26952 14.39105 20.37705 0.677 0.934 -1.498
C 20.80424 9.66843 13.64489 -0.348 -0.535 0.631
H 20.13714 7.52014 19.55505 0.232 0.450 -0.070
H 19.85647 8.15528 16.09065 0.795 0.374 0.238
H 30.02949 7.37853 15.29193 0.213 -0.110 -0.246
H 28.02190 5.07538 17.58522 0.337 0.184 -0.408
H 24.52259 12.91446 24.67403 0.142 -0.435 -0.312
H 32.22764 10.87996 18.05303 -0.569 -0.483 0.539
H 24.33265 19.78044 21.18100 -0.253 -0.565 0.411
H 24.80365 5.72352 19.40659 0.287 0.608 -0.696
H 27.16006 3.02202 18.28446 -0.495 0.304 0.729
H 16.50643 12.76046 17.83375 0.582 -0.321 -0.040
C 17.16531 13.34538 20.42605 0.774 0.164 1.357
H 23.60838 13.21973 15.40348 -0.229 0.212 -0.136
C 19.37834 7.34406 16.60602 -1.493 -0.196 0.302
H 25.37347 9.27836 19.91602 -0.320 -0.077 -0.424
H 20.11802 5.41811 22.61051 -0.225 0.648 -0.665
H 23.95295 8.65100 18.91195 0.298 -0.194 -0.772
H 18.84819 12.97522 26.19608 0.580 0.297 -0.102
N 20.78685 12.49686 11.81421 0.261 0.243 -1.484
H 23.79205 18.40864 19.34333 -0.066 -0.482 -0.016
C 26.30197 17.58344 17.58555 0.437 0.423 1.761
H 20.41634 12.10534 27.92785 0.381 0.124 -0.367
C 28.69786 8.70433 21.75501 1.228 0.126 -0.203
H 29.93509 16.62564 10.43972 -0.197 -0.141 0.117
H 27.05225 11.51073 17.48965 -0.027 -0.295 -0.700
C 30.29701 9.48311 15.92177 -0.454 -0.956 0.520
H 20.27707 9.85369 24.94284 -0.036 -0.388 -0.021
H 22.66769 14.64190 12.35482 -0.461 -0.118 0.984
H 30.38634 6.57485 21.14626 0.394 -0.475 -0.297
C 22.13283 6.02089 20.66148 1.026 -0.092 -1.704
H 19.45485 5.64455 20.98978 -0.381 0.022 -0.177
H 19.00966 12.74482 22.67048 -0.410 0.946 -0.653
H 28.78273 17.13356 13.14436 0.252 -0.387 -0.212
C 21.25898 11.39590 26.04917 -0.336 0.286 -0.774
H 30.05643 8.85006 18.66648 -0.543 -0.302 -0.067
N 20.80582 11.08026 14.08120 1.310 -0.910 -1.438
H 26.31933 8.13393 24.15686 0.377 -0.199 -0.083
H 24.95755 7.15412 17.16930 -0.457 -0.075 0.246
C 27.97183 5.72357 24.54752 -1.504 -0.076 0.621
C 20.09517 10.37410 25.87586 1.203 0.280 -0.667
H 28.19402 9.77863 23.55238 -0.302 -0.070 -0.318
H 27.37769 4.15454 15.75980 0.201 -0.051 -0.057
H 26.32996 16.92426 11.29999 0.155 -0.621 -0.386
H 26.97655 5.70026 14.70465 0.322 0.421 -0.372
H 28.85286 13.80171 14.62008 0.261 -0.283 -0.148
H 21.70776 9.39363 13.08468 -0.296 0.464 -0.008
C 19.59671 13.35646 11.91600 0.387 0.148 1.099
C 25.92649 9.66990 12.48493 0.227 -0.062 0.089
C 24.16631 6.39796 17.34013 0.082 1.360 1.221
C 25.95024 4.69662 17.87082 -1.611 -0.582 -1.428
H 32.91756 8.86333 14.59650 -0.753 -0.658 0.039
H 29.92649 10.48768 19.25945 0.246 -0.203 -0.371
H 23.82156 10.75975 15.06692 0.050 0.010 0.841
H 27.22098 11.99107 19.07899 -0.340 0.530 0.563
H 19.62123 4.60712 15.12409 -0.138 0.157 -0.392
H 17.79841 3.11389 15.76910 0.206 0.337 -0.177
H 21.03580 14.70358 20.02543 -0.129 -0.477 0.002
H 28.82376 5.27715 25.04284 0.083 -0.137 0.073
C 24.67271 5.38738 18.35697 0.666 0.042 0.144
C 27.07391 20.37134 19.30217 -1.060 0.187 -0.440
H 28.78227 15.46876 15.23667 0.233 0.090 -0.530
C 20.62417 8.05477 20.39098 0.102 -1.405 -0.721
H 27.80425 17.71833 11.39135 0.533 0.136 -0.406
C 30.31476 9.87367 18.42007 -0.696 0.357 1.102
N 17.02269 6.33373 16.46464 1.552 -1.659 0.047
H 18.63289 12.81717 12.03155 0.607 0.240 -0.556
C 18.39985 6.29840 14.42901 0.546 0.654 1.082
N 21.94789 13.41927 14.04762 0.667 0.145 -0.536
H 31.91971 7.25509 21.82001 -0.244 0.046 0.019
C 28.17245 16.59355 18.78355 0.635 1.204 0.082
N 25.61885 4.17416 16.49228 -0.682 0.426 0.545
H 18.74063 14.84376 16.92230 0.020 0.025 -0.669
H 26.94754 6.53614 17.46048 0.300 0.496 -0.628
H 20.15814 16.16315 19.60906 0.282 -0.124 -0.340
P 26.44689 17.98930 20.37232 0.425 -0.690 0.683
C 29.46421 15.63931 10.39130 -0.729 -0.526 -0.171
C 18.24976 15.08871 17.84417 1.116 0.310 1.555
C 32.35575 8.91393 17.33348 0.863 0.584 -1.068
H 19.88677 9.37514 13.04008 0.941 0.407 0.777
O 32.16355 8.36169 14.97648 0.608 1.291 0.560
H 24.04323 8.63511 23.41316 0.002 -0.136 -0.056
N 28.42270 15.31018 12.54866 0.345 -0.135 -0.824
H 28.32662 7.86422 21.18079 -0.504 0.063 -0.508
H 24.11226 4.78569 13.53913 0.075 -0.027 0.300
C 28.09062 15.58692 11.12887 0.392 -1.194 0.870
H 22.15582 14.16807 15.95271 0.361 0.023 0.134
H 27.84768 7.79008 26.16811 -0.265 0.024 0.338
H 34.12133 10.13731 16.88240 -0.173 0.743 -0.134
C 30.70623 9.19919 23.23032 0.504 -0.711 -0.964
C 30.92553 7.47295 21.42750 -0.956 0.606 -0.907
H 20.89676 12.10627 9.66636 0.074 0.139 0.761
O 29.30211 16.31878 12.98003 0.084 0.453 0.370
P 21.73986 12.04373 13.10228 0.879 0.367 -0.231
C 27.17941 14.41236 10.63939 1.930 0.842 0.016
C 26.55473 13.87560 13.02427 0.953 0.604 0.497
C 24.80015 16.36418 21.80209 -0.697 0.883 -0.803
H 23.32092 6.93309 17.79735 0.021 -0.096 -0.358
C 23.72588 6.01193 22.53824 0.994 -0.375 -1.067
H 23.34112 11.39874 26.62017 -0.286 -0.283 0.347
H 25.55243 3.79340 13.72922 0.023 0.081 0.172
C 23.81129 11.17249 21.10710 -1.110 0.149 -1.006
H 25.03785 9.03354 12.36226 0.178 0.021 -0.019
H 26.49041 21.08833 18.70212 0.260 -0.326 -0.293
C 23.92197 17.37501 19.71791 1.097 0.869 0.102
H 30.11532 9.55979 13.75081 -0.149 -0.093 -0.049
H 20.02514 10.73630 19.41169 -0.451 -0.156 -0.085
C 18.43782 12.00449 18.74055 -0.921 -1.015 0.598
H 19.73003 13.94515 12.82639 -0.341 0.121 0.128
H 15.99209 7.56527 17.31051 0.376 -0.166 0.992
H 34.22637 8.52309 16.33122 0.335 -0.560 0.066
H 17.81684 15.39456 20.50541 0.308 -0.329 -0.059
H 26.27902 12.52443 24.51081 -0.677 -0.214 -0.212
H 27.21663 17.16064 14.01356 -0.168 0.029 -0.157
C 28.70785 7.77915 25.51366 0.617 1.294 0.185
N 29.43523 6.95232 23.22364 0.455 0.655 0.040
H 20.10977 9.65058 26.67539 0.014 -0.221 0.358
H 21.61336 9.57204 17.82942 0.405 -0.180 -0.124
O 16.72559 7.04247 17.69390 -0.623 0.132 -1.153
N 26.11162 19.57837 20.05729 -0.547 0.741 -0.278
H 23.06487 11.96874 21.23316 0.384 -0.131 -0.050
C 22.51081 13.30018 15.39172 -0.647 -0.606 0.627
H 30.56492 5.44767 23.74753 -0.169 -0.283 -0.355
H 16.97171 11.20936 20.12337 -0.230 -0.365 0.023
C 19.79561 13.52925 26.40137 0.105 -1.507 -1.006
H 24.50163 14.00697 17.39276 -0.164 -0.163 0.056
H 31.23821 7.05780 17.73865 -0.314 -0.143 -0.139
H 18.47390 12.18271 24.20848 -0.358 -0.118 0.663
H 21.44172 8.68325 20.02494 0.005 -0.149 0.018
P 23.70622 11.54762 18.44044 -0.117 0.253 -0.791
H 25.12163 10.44362 24.75429 0.101 0.043 0.666
H 19.11291 10.79731 25.80050 -0.396 0.437 0.170
H 29.01698 9.51797 21.09035 -0.175 -0.195 0.015
C 22.50908 10.67244 26.60259 -0.914 1.171 0.923
H 19.50096 11.21582 23.09831 0.072 0.156 0.642
N 23.44977 10.47105 17.20271 -0.504 0.289 -0.670
H 24.26817 7.47224 24.75101 -0.147 0.176 -0.085
H 19.98216 6.46097 16.73992 0.564 0.106 -0.119
H 29.53136 7.23996 26.02829 -0.537 0.269 -0.576
N 21.90019 7.59135 22.36287 -0.047 1.553 1.142
H 21.15211 12.76165 17.84762 -0.623 0.202 -0.083
H 18.52186 11.72294 20.84465 -0.304 -0.006 0.136
C 23.84265 5.78244 16.02122 0.085 -0.669 -1.143
O 22.76700 12.71128 18.41101 0.105 -0.548 0.702
H 23.93349 4.64198 18.51466 -0.897 -1.002 -0.267
H 21.46106 5.14784 23.90758 0.257 0.586 0.185
H 26.37415 3.86756 19.72282 0.209 -0.559 -0.172
H 26.66084 9.16340 13.14488 -0.230 -0.095 -0.772
O 24.97142 10.94157 23.95710 -0.207 0.635 -0.497
H 23.61239 10.40792 21.86455 0.360 0.209 -0.193
C 25.26441 12.34557 24.08176 0.840 -0.177 0.333
H 28.60735 17.07442 17.89526 0.334 -0.307 0.152
H 21.70631 5.41723 19.82496 -0.040 0.509 0.564
H 17.81090 12.32021 16.70182 -0.118 -0.121 -0.440
C 26.07336 14.16731 11.61572 -0.755 -1.155 0.288
H 21.61195 15.46154 13.58493 -0.192 0.026 -0.215
H 22.96500 17.05173 20.11936 0.067 -0.281 -0.063
H 30.04221 11.37962 16.97987 0.192 0.259 -0.161
C 26.60384 16.26334 13.89866 -0.480 0.376 0.927
H 25.49444 2.70898 18.68269 -0.638 0.008 -0.101
C 26.02915 6.15591 14.97278 0.255 0.251 0.395
H 19.35598 5.02683 17.73648 0.161 0.100 -0.297
C 25.40370 13.41397 17.46837 0.878 -0.074 0.227
H 24.80961 11.59393 21.13545 0.341 -0.016 0.544
H 19.25879 6.81975 13.98244 -0.012 -0.337 -0.167
H 22.20182 10.33793 27.61695 0.681 0.170 -0.411
H 23.77628 16.37890 22.21069 0.351 0.195 0.016
H 21.37897 6.67436 24.87822 -0.211 -0.290 0.248
C 23.52713 7.94838 24.09005 0.837 -0.782 -0.263
H 25.74679 13.65322 13.74038 0.131 -0.038 -0.370
H 15.16790 4.53510 16.69502 -0.363 0.145 -0.153
C 17.73268 11.97375 20.12828 0.729 1.035 -1.039
H 26.09674 16.14862 14.84525 0.004 -0.207 0.596
N 21.70468 12.08158 24.76511 -0.937 -1.741 -0.107
H 24.09544 3.37380 14.63170 -0.019 -0.009 -0.115
H 26.17054 13.99297 17.99050 -0.052 0.346 -0.066
H 22.26727 4.36157 22.10660 0.556 0.827 -0.193
H 17.21328 14.81346 17.85369 -0.476 -0.182 -0.156
H 19.36904 10.80991 15.48845 -0.236 -0.514 0.874
C 20.82003 12.53903 26.99117 0.741 0.677 0.606
H 23.04147 5.05588 16.05720 -0.324 -0.338 0.441
H 23.05155 11.14868 23.69279 0.166 -0.083 0.234
H 23.27473 15.12819 13.96446 -0.338 -0.620 -0.244
C 26.49593 11.52131 18.41538 0.525 -1.263 0.324
H 31.66837 8.79180 23.56217 -0.213 0.217 0.052
C 19.30263 12.20939 23.53835 2.299 -0.274 -0.123
C 33.87930 9.12638 17.15378 -0.547 0.530 0.351
C 20.38275 14.04228 25.05956 0.505 0.904 0.409
H 24.43581 5.52001 23.20926 -0.301 -0.354 0.059
C 24.69933 4.20797 14.26842 -0.344 -0.161 -0.205
C 22.02652 5.99393 24.33209 0.164 -0.026 -0.276
H 18.33758 16.16087 18.06426 -0.187 -0.107 -0.413
H 18.46677 3.55658 18.10951 -0.193 0.612 -0.219
H 18.07427 8.83735 14.63710 -0.394 0.215 -0.137
C 19.05168 14.39874 18.98022 0.915 0.661 1.289
C 17.53674 4.15321 15.49692 0.943 -0.541 -0.418
H 29.19180 15.44439 9.33686 0.665 -0.124 0.263
H 26.38857 10.48321 18.77644 -0.050 0.495 -0.347
N 23.61322 10.54846 19.77506 0.702 0.245 0.009
C 27.13655 5.59488 17.92762 0.076 0.038 -0.295
H 22.79080 5.56290 24.97021 -0.051 -0.064 0.510
H 24.89774 15.43535 21.28040 0.353 -1.081 0.039
H 25.25095 10.86392 16.12790 -0.027 0.257 0.101
H 27.85301 13.55174 10.59642 -0.238 -0.247 -0.061
H 24.76682 21.21897 20.36536 0.425 -0.065 -0.196
O 27.49728 17.80883 21.41398 -0.633 -0.439 -0.688
H 26.84004 9.72681 22.40894 0.438 -0.037 -0.197
H 24.75674 11.22815 12.93104 0.391 -0.616 -0.090
C 20.65636 12.91176 24.05941 -0.900 -1.190 0.622
H 25.69931 20.75616 21.81499 -0.277 -0.257 -0.361
H 19.47480 14.25043 27.14464 0.467 0.545 -0.084
H 26.17740 6.99313 15.66284 0.213 -0.388 0.011
O 20.96091 8.42671 23.15332 0.709 -0.682 -0.664
H 16.60395 4.02157 14.94588 -0.047 0.500 -0.136
H 19.18713 6.92273 22.25652 0.250 -0.613 -0.295
H 16.11160 3.21567 17.39213 -0.356 0.545 0.289
C 24.28336 9.23214 19.74367 -0.814 0.201 1.929
H 25.54137 6.61563 14.13117 0.146 0.015 -0.759
H 27.32367 16.96834 9.82259 -0.113 0.594 -0.040
H 27.70783 5.13201 23.66947 -0.160 0.025 0.068
H 25.52540 16.51145 22.58035 0.332 -0.164 0.281
H 21.46963 10.28854 16.25298 0.514 0.424 -0.106
H 23.51048 6.49094 15.23522 0.253 0.046 0.581
H 25.36912 14.98352 11.67600 -0.374 0.307 -0.346
C 18.16049 7.05777 15.75437 -2.375 -0.428 0.255
H 20.88865 9.08657 14.59062 -0.516 -0.039 -0.757
H 21.38753 14.58583 25.15528 -1.286 -0.690 0.388
H 25.55012 13.26899 11.28782 -0.434 0.081 -0.072
H 23.86213 8.72963 20.64240 0.331 -0.025 -0.450
C 27.39075 15.04178 13.55915 1.517 -0.050 0.254
H 26.76199 7.15199 22.72688 -0.013 0.645 0.165
O 30.57213 6.37994 23.95603 -0.575 1.180 -0.174
C 20.42631 15.15344 19.24807 -1.274 0.698 -0.724
N 26.84296 17.13880 18.93018 -1.025 1.205 -0.812
H 34.41266 8.94846 18.08408 0.119 -0.459 -0.003
C 19.60724 11.51570 14.72858 -0.601 0.738 -0.727
H 18.71115 11.56006 14.06143 0.560 0.018 0.183
H 27.26248 13.05117 13.01120 -0.261 -0.458 -0.018
H 22.44362 12.24299 10.51960 0.068 0.092 0.046
H 16.88420 11.05977 17.59073 -0.061 -0.261 -0.286
H 30.17739 14.89478 10.82876 -0.764 0.484 -0.623
H 22.88992 6.71642 20.19124 -0.705 -0.701 0.238
C 18.65823 4.79706 14.62594 -1.134 -0.023 -0.006
O 26.67988 3.50057 15.91373 1.098 -0.690 0.231
H 30.14007 9.51298 24.07271 -0.202 0.480 0.558
H 22.82626 9.82584 26.03179 -0.128 -0.446 -0.377
H 24.48196 9.32503 15.85342 0.071 0.211 -0.169
C 17.29539 4.87307 16.79962 -1.159 1.297 1.010
C 19.20171 10.68426 18.67559 0.485 0.673 0.036
H 27.16213 17.94406 17.02714 -0.118 0.051 -0.418
C 29.74180 10.34405 17.11978 0.217 -0.458 -1.380
H 28.15696 15.53705 18.62239 0.088 -0.819 0.014
C 29.94799 10.17738 14.62741 0.748 0.498 0.078
H 17.37308 9.08288 16.21482 -0.257 -0.282 -0.003
H 25.72912 16.87509 16.99925 0.188 -0.695 0.176
H 20.94497 14.41349 22.53363 0.607 -0.125 0.349
C 27.14138 7.88954 23.46669 0.645 -0.392 0.206
H 29.02366 8.82782 25.36794 -0.174 -0.459 0.359
C 21.43163 12.63098 10.49244 -0.481 0.629 -0.572
H 25.63799 18.40994 17.77272 -0.269 0.465 -0.098
H 21.73893 13.15214 27.22649 -0.765 -0.664 0.056
H 17.53939 6.56074 13.80981 -0.033 -0.659 -0.188
C 27.35398 16.85302 10.90472 -0.935 1.439 -0.010
H 22.43897 13.48418 23.23663 0.002 0.950 -0.447
N 24.93744 17.43428 20.80049 -0.805 0.005 0.124
H 27.30989 5.82560 18.94062 0.359 0.252 1.477
H 27.73717 21.00429 19.86827 0.410 -0.093 0.771
H 19.07688 14.30870 21.11810 -0.536 -0.393 0.126
H 19.62316 14.09329 11.09601 -0.410 -0.549 0.179
N 19.46225 13.03465 18.74565 -0.168 -0.787 -0.366
H 28.63510 10.36084 17.03282 0.642 -0.404 0.257
H 25.29281 12.68180 23.04743 -0.134 0.340 0.110
H 27.51923 14.42761 15.61073 -0.202 -0.477 0.016
H 24.29589 16.75660 18.87784 -0.627 -0.040 0.439
C 15.96733 4.31933 17.38685 0.945 -0.986 -0.651
H 29.36528 7.69647 16.89083 -0.157 0.106 -0.120
H 23.58005 4.47892 20.95245 -0.058 0.351 0.384
H 19.79425 12.48535 15.17816 -0.255 0.054 0.142
H 15.71309 4.67104 18.37938 0.148 0.121 0.089
C 25.09606 5.06565 15.46919 -1.084 0.860 -0.159
C 25.18608 20.36539 20.91301 0.950 0.228 -0.327
H 18.61980 4.33889 13.62663 0.432 -0.139 0.379
H 19.70205 10.60217 17.71994 -0.270 -0.425 -0.305
C 21.12714 6.91550 21.32877 -0.610 1.084 0.535
H 28.78957 16.87936 19.64298 -0.141 -0.429 -0.085
C 17.43441 8.36250 15.39254 0.656 0.061 -0.934
C 32.23655 7.46499 17.72034 -0.025 -0.260 0.484
H 22.50928 8.84639 16.41426 -0.622 0.208 0.369
H 18.51736 9.87985 18.90050 0.027 -0.536 -0.115
N 25.24514 12.18923 18.24485 -1.082 0.167 0.216
H 26.35102 9.91064 11.49119 0.009 -0.486 0.304
H 16.44869 8.07003 14.94555 0.777 0.649 0.464
H 21.39397 12.79589 22.00792 -0.199 0.217 0.522
H 16.37173 13.68355 19.78541 -0.420 -0.224 -0.591
C 21.40157 13.47190 22.88826 0.043 -0.331 -1.305
C 22.79738 6.85196 23.31363 -2.010 1.101 0.777
C 28.21251 14.64866 14.79887 -1.023 0.176 0.809
C 29.96613 8.12759 22.41502 -0.083 -0.646 1.566
O 20.21632 12.89473 17.51958 0.136 0.485 0.712
H 32.21210 9.64939 19.35016 0.330 -0.087 0.310
H 30.88108 10.03605 22.54636 0.128 0.088 0.247
C 26.23299 3.49210 18.69456 1.524 -0.579 0.631
C 29.52442 8.11811 15.89450 -0.123 0.931 0.211
H 22.84206 8.51642 24.67623 -0.503 0.290 0.341
H 19.72323 14.77798 24.59797 -0.181 -0.049 -0.118
C 31.80797 9.89162 18.37912 1.089 0.857 -1.110
H 32.89461 6.87169 17.09882 -0.191 -0.303 -0.266
H 21.03409 15.21058 18.32174 -0.396 0.089 0.514
H 32.63439 7.39691 18.72962 0.020 -0.182 0.244
H 19.85800 8.69554 20.81260 0.025 -0.075 0.440
H 17.95812 5.10884 18.80104 0.281 -0.030 -0.039
H 25.83156 13.17781 16.47939 -0.314 0.071 0.026
C 22.38650 14.70877 13.44246 0.374 -0.224 -0.560
C 22.18179 9.78360 16.91291 0.281 -0.660 0.879
H 28.57042 8.37289 15.40965 0.010 -0.476 0.350
C 27.69926 9.15353 22.79013 -0.930 -0.407 0.427
C 18.36052 4.64425 17.89338 -0.491 -0.626 0.423
C 22.93120 5.10822 21.59212 -0.009 -0.823 -0.220
C 24.27688 10.39911 16.02020 0.560 -0.692 -0.848
H 22.11433 12.43246 15.95269 0.175 0.371 -0.632
O 25.63879 10.85461 13.16219 -0.561 1.132 0.539
H 21.17619 9.35988 22.94253 0.311 -0.669 0.124
C 28.28506 7.16051 24.19823 1.600 -1.090 -0.291
C 19.88827 6.17939 21.82691 0.030 -0.353 1.028
C 17.32943 12.04602 17.63078 0.523 0.642 0.776
O 22.11231 10.98049 23.84649 -0.906 1.088 0.629
N 31.77188 9.32612 16.01310 -0.413 -0.177 0.270
H 26.85938 14.63750 9.60679 -0.125 -0.129 0.460
H 28.94246 10.52358 14.70747 -1.065 -0.084 -0.292
H 27.65930 19.70766 18.67397 0.109 0.111 -0.200
H 27.15049 5.75278 25.29324 0.176 -0.422 -0.462
H 25.80005 16.41135 13.23014 -0.702 0.551 -1.031
H 16.73382 13.34764 21.42696 -0.107 0.027 0.192